# 1
{
  "formula": "C35H25Cl5F13LuN7OS4",
  "method": "ωB97M-V with the def2-TZVPD basis set",
  "gap_ev": 6.932,
  "mol_weight_g_mol": 1287.1,
  "charge": -1,
  "species": ["F", "C", "C", "Lu", "H", "S", "H", "C", "C", "H", "C", "F", "C", "H", "C", "C", "H", "H", "H", "Cl", "S", "C", "N", "H", "F", "C", "C", "C", "C", "C", "C", "Cl", "H", "F", "H", "H", "F", "F", "N", "C", "C", "F", "H", "O", "F", "N", "C", "H", "N", "S", "H", "H", "F", "H", "N", "C", "C", "H", "H", "C", "H", "N", "C", "F", "C", "C", "N", "F", "C", "C", "Cl", "H", "H", "C", "Cl", "F", "F", "H", "C", "C", "H", "C", "C", "Cl", "C", "H", "S", "H", "C", "C", "C"],
  "xyz": [[-4.50, 4.23, -3.07], [-1.55, 4.22, -0.94], [-2.82, 2.27, -0.55], [-0.53, 0.18, 0.73], [2.16, -0.08, 2.84], [3.90, -1.98, 1.94], [0.86, -4.43, 3.87], [2.48, 2.59, -1.50], [-3.59, 3.83, -2.17], [2.53, 1.38, 1.93], [0.45, 1.65, -2.32], [-2.91, 1.04, 0.08], [0.50, -2.65, 2.74], [0.37, -0.13, 4.24], [-0.01, 0.88, 4.05], [5.05, -0.20, -1.38], [6.24, -0.31, 1.69], [1.32, -5.78, 1.82], [2.56, 1.42, 3.72], [-0.65, 2.25, -4.70], [0.71, -1.83, -1.00], [1.36, -4.88, -0.72], [4.14, -0.94, -0.52], [6.06, 1.34, -0.19], [-6.44, -3.00, 2.12], [-4.28, -2.34, 1.39], [-3.74, 2.62, -1.50], [0.15, 3.35, 1.34], [-3.17, -1.57, 1.58], [-2.99, -0.64, 2.64], [-5.27, -1.28, 3.27], [3.97, 4.37, -2.88], [0.25, 1.50, 4.91], [1.59, -6.18, -0.42], [-1.51, -1.85, -6.60], [0.25, -2.05, 3.61], [-0.46, 5.00, -0.79], [-4.79, 1.85, -1.78], [0.45, -2.02, 1.57], [-2.48, 4.61, -1.88], [2.62, 3.32, -2.67], [-2.12, -1.65, 0.69], [-1.95, 1.79, 3.77], [1.27, 1.03, -0.19], [2.45, -4.44, -1.36], [-1.58, -2.44, -3.39], [-2.75, -1.80, -3.38], [-2.24, -3.39, -6.11], [-1.80, -0.04, 2.73], [-3.30, -1.53, -5.03], [-1.92, 0.36, 4.81], [-1.06, -2.53, -2.52], [-2.30, 5.76, -2.54], [-0.37, 3.11, 3.38], [0.63, 1.37, 2.82], [0.46, 2.83, 2.74], [1.39, 1.71, -1.27], [-0.33, -3.49, -4.68], [-0.12, -1.73, -4.71], [-4.14, -0.51, 3.45], [7.14, 0.05, -0.76], [-0.89, 2.52, 0.76], [4.62, -1.12, 0.72], [-4.20, 0.41, 4.44], [0.82, -3.98, 2.89], [1.09, -4.72, 1.75], [5.84, -0.52, 0.79], [-6.31, -1.13, 4.10], [-1.52, 0.79, 3.89], [1.05, -4.10, 0.52], [3.62, 2.78, -0.22], [1.36, 3.34, 3.12], [4.55, 0.63, -1.87], [2.05, 1.00, 2.83], [-0.93, 0.65, -2.05], [0.35, -4.89, -1.61], [-4.33, -3.24, 0.41], [5.47, -0.86, -2.15], [0.74, -2.72, 0.45], [6.14, 0.27, -0.40], [3.25, -1.30, -0.82], [-1.68, 3.02, -0.19], [-0.86, -2.54, -4.64], [1.84, 4.10, -5.16], [-1.89, -2.42, -5.76], [1.05, 3.37, 0.73], [-3.58, -1.31, -2.06], [-0.19, 4.38, 1.46], [0.57, 2.38, -3.49], [1.67, 3.21, -3.69], [-5.36, -2.22, 2.26]]
}

# 2
{
  "formula": "H9O4S",
  "method": "ωB97M-V with the def2-TZVPD basis set",
  "gap_ev": 7.262,
  "mol_weight_g_mol": 105.1,
  "charge": -1,
  "species": ["H", "H", "H", "O", "H", "H", "H", "O", "H", "S", "H", "O", "H", "O"],
  "xyz": [[0.24, -0.11, -0.33], [1.85, -3.90, 2.08], [1.07, 3.10, -0.94], [1.86, -4.63, 1.48], [-0.63, -0.88, 2.32], [0.17, 0.27, 1.67], [-3.76, 1.98, -2.76], [0.27, -0.45, 2.46], [2.35, -4.28, 0.77], [-0.39, 1.16, -0.52], [-3.06, 1.47, -1.33], [-3.87, 1.56, -1.90], [1.94, 1.86, -1.49], [1.95, 2.87, -1.50]]
}

# 3
{
  "formula": "C2H8OP2S",
  "method": "ωB97M-V with the def2-TZVPD basis set",
  "gap_ev": 8.473,
  "smiles": "CC[P@@H](=S)PO",
  "mol_weight_g_mol": 142.1,
  "charge": 0,
  "species": ["H", "S", "H", "H", "H", "C", "C", "H", "P", "O", "H", "P", "H", "H"],
  "xyz": [[-0.55, 2.00, -1.31], [-3.13, -0.59, -0.06], [1.09, 1.31, -2.00], [0.85, 2.06, -0.45], [0.90, -0.59, -0.40], [0.36, 1.40, -1.15], [0.04, -0.02, -0.84], [-1.39, -2.07, 2.52], [-0.59, -2.23, 1.32], [0.78, -2.16, 2.10], [-1.03, 0.96, 1.25], [-1.25, -0.23, 0.50], [1.67, -2.21, 1.59], [-0.50, -0.61, -1.59]]
}

# 4
{
  "formula": "C3H5P3",
  "method": "ωB97M-V with the def2-TZVPD basis set",
  "gap_ev": [5.948, 5.859],
  "smiles": "C#P(C)C=P#P",
  "mol_weight_g_mol": 134.0,
  "charge": 0,
  "species": ["C", "C", "H", "P", "H", "H", "P", "H", "P", "H", "C"],
  "xyz": [[0.84, 1.11, -0.58], [0.06, -2.11, 0.07], [-2.39, -0.61, 0.40], [-0.03, -0.40, -0.09], [-2.01, 0.75, -0.69], [1.13, -2.47, 0.19], [2.51, 1.23, -0.29], [0.21, 2.00, -0.51], [3.12, -0.66, 0.22], [-1.73, 0.98, 1.01], [-1.71, 0.21, 0.27]]
}

# 5
{
  "formula": "C18H17AsCl3NO2PdS",
  "method": "ωB97M-V with the def2-TZVPD basis set",
  "gap_ev": [5.602, 5.651],
  "mol_weight_g_mol": 599.1,
  "charge": 0,
  "species": ["C", "C", "H", "N", "Cl", "Cl", "H", "C", "H", "H", "H", "C", "C", "As", "H", "C", "C", "H", "H", "H", "Pd", "C", "H", "H", "H", "C", "H", "H", "C", "H", "O", "C", "S", "O", "C", "C", "C", "C", "H", "C", "H", "C", "C", "Cl"],
  "xyz": [[-1.84, 4.72, 1.39], [1.93, -0.66, -3.00], [-2.81, -2.36, -1.04], [1.52, -1.93, -0.86], [0.20, -0.76, -3.56], [2.12, 1.03, -2.42], [0.66, -3.38, 1.20], [-3.39, -2.74, 3.29], [-2.65, -3.60, 0.23], [-2.62, 4.06, -0.49], [-6.25, -4.52, 3.01], [-1.94, 3.85, 0.32], [-4.70, -1.97, 1.44], [-1.07, -1.62, 0.67], [-1.97, -0.53, 2.75], [-2.10, -2.90, -0.41], [0.52, 1.12, 1.31], [-2.50, -2.66, 3.90], [0.50, 3.06, 3.19], [-4.83, -1.29, 0.61], [0.07, -0.16, -0.88], [-4.36, -3.68, 3.58], [-4.23, -4.34, 4.43], [-6.56, -2.97, 1.12], [-0.78, -3.57, 2.25], [-3.54, -1.88, 2.20], [-1.42, -3.46, -1.05], [-2.92, -0.02, 1.34], [-0.29, 2.41, 1.32], [-0.86, 5.12, 3.26], [1.46, 1.06, 0.47], [-5.50, -3.77, 2.80], [-1.41, 1.66, -1.12], [0.18, 0.22, 2.10], [-5.67, -2.91, 1.73], [-0.95, 4.44, 2.42], [-1.17, 2.69, 0.27], [-0.08, -2.85, 1.80], [-2.45, 5.60, 1.40], [-0.18, 3.29, 2.38], [0.42, -2.28, 2.58], [1.99, -1.53, -1.85], [-2.49, -0.88, 1.86], [3.03, -1.05, -4.31]]
}

# 6
{
  "formula": "H2NOS2",
  "method": "ωB97M-V with the def2-TZVPD basis set",
  "gap_ev": 7.427,
  "smiles": "N=[S@@H]([O-])=S",
  "mol_weight_g_mol": 96.2,
  "charge": -1,
  "species": ["N", "H", "H", "S", "S", "O"],
  "xyz": [[-1.16, -0.76, 0.58], [-0.82, -1.76, 0.64], [-0.21, 0.33, -1.32], [2.16, 0.02, -0.05], [0.22, 0.41, -0.06], [-0.20, 1.77, 0.21]]
}